[1]
The following is a DFT calculation (the ωB97M-V functional and the def2-TZVPD basis) of 2 unconnected molecules or ions with the total composition C5H14NS in a non-equilibrium geometry.

Last column: Mulliken charge in e.
Atoms and positions in Å:
C (-0.9321, 0.3854, 1.3823)  0.023
C (-0.6819, 1.6349, 1.7056)  -0.799
N (-2.2640, -0.2191, 1.6565)  -0.252
H (-0.2587, -0.3131, 0.9101)  0.436
H (0.1443, 2.1328, 1.2199)  0.179
H (-1.3392, 2.2211, 2.3363)  0.251
H (-2.1636, -0.9984, 2.3175)  0.373
H (-2.8963, 0.4511, 2.0981)  0.363
H (-2.6748, -0.6114, 0.8068)  0.351
C (-0.1701, -1.8028, -1.7432)  -0.860
C (1.0861, -1.0081, -1.4314)  -0.515
S (0.7620, 0.7748, -1.5629)  -0.051
C (2.1711, 1.3657, -0.6025)  -0.916
H (0.0094, -2.8682, -1.6042)  0.359
H (-0.5645, -1.6243, -2.7405)  0.347
H (-0.9535, -1.5225, -1.0306)  0.017
H (1.9263, -1.3143, -2.0516)  0.435
H (1.3720, -1.1904, -0.3911)  0.308
H (2.1713, 1.0111, 0.4292)  0.277
H (3.0908, 1.0408, -1.0840)  0.325
H (2.1654, 2.4548, -0.6204)  0.350

Values from the calculation:
- Energy above the lowest of the compared OMol25 structures with the same formula, charge and spin: 1.693 eV
- Strongest force on any atom: 1.25 eV/A
- E_LUMO: -3.809 eV
- Total charge: +1
- Kohn-Sham gap: 7.87 eV
- Calculated total energy: -651.55031 Ha



[2]
The following is a DFT calculation (the ωB97M-V functional and the def2-TZVPD basis) of a gas-phase ion, C5H14NS (charge +1) in a non-equilibrium geometry.

Last column: Mulliken charge in e.
Atoms and positions in Å:
C (-0.5731, -2.3510, -0.8021)  -0.919
N (-0.9742, -1.1459, 0.0309)  -0.271
C (-0.0256, 0.0589, 0.0541)  0.698
C (0.5115, 0.2413, -1.2994)  -2.005
C (0.9520, -0.1731, 1.1987)  -1.547
S (-1.3421, 1.4411, 0.5097)  0.013
C (-0.1490, 2.7699, 0.7760)  -1.118
H (-0.6882, -2.3582, -1.8627)  0.383
H (0.4328, -2.7516, -0.6274)  0.376
H (-1.1224, -3.2518, -0.2753)  0.336
H (-1.2101, -1.3758, 1.0475)  0.433
H (-1.9029, -0.9823, -0.4602)  0.408
H (-0.2554, 0.5118, -1.9229)  0.656
H (1.1600, -0.4480, -1.7184)  0.508
H (1.0403, 1.0963, -1.4047)  0.545
H (0.5089, -0.2286, 2.0859)  0.596
H (1.6568, 0.7665, 1.1139)  0.314
H (1.6502, -1.1082, 1.1586)  0.347
H (0.6316, 2.6161, 1.4777)  0.340
H (-0.6218, 3.6315, 0.9854)  0.486
H (0.3206, 3.0413, -0.0653)  0.420

Values from the calculation:
- SMILES string: C[NH2+]C(C)(C)SC
- Energy above the lowest of the compared OMol25 structures with the same formula, charge and spin: 2.445 eV
- Strongest force on any atom: 6.16 eV/A
- E_LUMO: -3.304 eV
- Total charge: +1
- Kohn-Sham gap: 9.82 eV
- Calculated total energy: -651.52269 Ha



[3]
The following is a DFT calculation (the ωB97M-V functional and the def2-TZVPD basis) of 3 unconnected molecules or ions with the total composition C5H14NS2 in a non-equilibrium geometry.

Last column: Mulliken charge in e.
Atoms and positions in Å:
N (-3.2553, -1.6950, -0.5467)  -0.603
C (-2.7687, 1.7555, -1.3433)  -0.342
C (-2.4923, 3.0281, -1.5917)  -0.445
S (-0.3622, 0.0932, 0.8013)  0.186
S (0.8270, 0.5030, -0.6992)  0.299
C (2.5193, 0.3223, -0.0004)  -0.563
C (2.8534, -1.1351, 0.5065)  -0.386
C (2.7783, -1.2997, 2.0278)  -1.055
H (-3.3958, -2.7012, -0.5750)  0.270
H (-3.8486, -1.4132, 0.2318)  0.255
H (-2.2964, -1.5964, -0.2487)  0.115
H (-2.0994, 0.9064, -1.4248)  0.207
H (-3.7889, 1.4132, -1.1986)  0.219
H (-3.2754, 3.7666, -1.7057)  0.237
H (-1.4881, 3.4393, -1.6114)  0.166
H (3.2009, 0.5247, -0.8279)  0.410
H (2.6309, 1.1557, 0.6953)  0.430
H (2.0908, -1.7324, 0.0131)  0.320
H (3.8700, -1.3729, 0.2132)  0.335
H (1.8537, -0.8676, 2.3936)  0.272
H (3.5729, -0.7595, 2.5468)  0.338
H (2.8741, -2.3350, 2.3440)  0.335

Values from the calculation:
- Energy above the lowest of the compared OMol25 structures with the same formula, charge and spin: 4.356 eV
- Strongest force on any atom: 2.81 eV/A
- E_LUMO: -8.561 eV
- Total charge: +1
- Kohn-Sham gap: 4.39 eV
- Calculated total energy: -1049.65164 Ha



[4]
The following is a DFT calculation (the ωB97M-V functional and the def2-TZVPD basis) of 2 unconnected molecules or ions with the total composition C5H14O in a non-equilibrium geometry.

Last column: Mulliken charge in e.
Atoms and positions in Å:
C (-0.9703, 1.1112, 1.9459)  -1.244
C (-1.2670, 0.6034, 0.5319)  0.245
C (-2.7765, 0.4993, 0.2788)  -1.208
H (-1.4770, 2.0539, 2.1587)  0.335
H (0.0931, 1.3252, 2.0814)  0.333
H (-1.2656, 0.3786, 2.6953)  0.334
H (-0.7805, -0.3741, 0.4703)  -0.031
H (-0.8300, 1.2578, -0.2120)  0.267
H (-3.0132, -0.1979, -0.5231)  0.350
H (-3.2640, 0.1417, 1.1857)  0.297
H (-3.1320, 1.4793, -0.0340)  0.313
C (2.0283, -1.6883, -0.6916)  -0.881
C (2.3035, -0.2595, -1.1936)  -0.256
O (1.3847, 0.0760, -2.2287)  -0.509
H (3.0057, -2.0512, -0.3611)  0.295
H (1.3079, -1.6993, 0.1195)  0.204
H (1.7155, -2.3386, -1.5026)  0.308
H (3.3687, -0.1606, -1.4664)  0.300
H (2.2391, 0.5364, -0.4511)  0.250
H (1.3294, -0.6933, -2.8034)  0.298

Values from the calculation:
- SMILES string: CCC.CCO
- Energy above the lowest of the compared OMol25 structures with the same formula, charge and spin: 0.799 eV
- Strongest force on any atom: 1.51 eV/A
- E_LUMO: 0.987 eV
- Kohn-Sham gap: 11.23 eV
- Calculated total energy: -274.11268 Ha



[5]
The following is a DFT calculation (the ωB97M-V functional and the def2-TZVPD basis) of 2 unconnected molecules or ions with the total composition C5H14O in a non-equilibrium geometry.

Last column: Mulliken charge in e.
Atoms and positions in Å:
C (-0.0922, 1.4594, 0.1241)  -0.693
C (-0.6158, 2.1477, -1.1317)  -0.326
C (0.1545, 1.9121, -2.4115)  -1.115
H (-0.9331, 1.3231, 0.8114)  0.295
H (0.6805, 2.0112, 0.6652)  0.403
H (0.2322, 0.4624, -0.1693)  -0.108
H (-1.6592, 1.8865, -1.3155)  0.278
H (-0.8212, 3.2093, -0.9225)  0.322
H (-0.2893, 2.3803, -3.2886)  0.363
H (1.1858, 2.2520, -2.2835)  0.281
H (0.2092, 0.8382, -2.6472)  0.267
C (-0.6608, -2.5729, 1.5553)  -1.061
C (0.7884, -2.2845, 1.2108)  -0.179
O (1.2083, -1.0759, 1.8166)  -0.529
H (-1.3878, -1.9353, 1.0631)  0.277
H (-0.8281, -2.5533, 2.6319)  0.297
H (-0.9436, -3.6099, 1.3489)  0.349
H (1.3723, -3.0835, 1.6674)  0.319
H (0.8944, -2.3172, 0.1317)  0.242
H (1.5053, -0.4495, 1.1432)  0.317

Values from the calculation:
- SMILES string: CCC.CCO
- Energy above the lowest of the compared OMol25 structures with the same formula, charge and spin: 0.845 eV
- Strongest force on any atom: 1.57 eV/A
- E_LUMO: 0.930 eV
- Kohn-Sham gap: 11.13 eV
- Calculated total energy: -274.11102 Ha



[6]
The following is a DFT calculation (the ωB97M-V functional and the def2-TZVPD basis) of 2 unconnected molecules or ions with the total composition C5H14O2 in a non-equilibrium geometry.

Last column: Mulliken charge in e.
Atoms and positions in Å:
C (0.7487, -2.8354, 1.2337)  -1.523
C (0.1426, -1.7011, 0.4031)  0.718
C (-0.5974, -0.7052, 1.3745)  -1.462
C (1.2805, -0.8828, -0.2989)  -0.835
C (0.9186, 0.1463, -1.3279)  -0.657
O (0.3174, 1.3346, -0.7914)  -0.499
H (1.7453, -3.1904, 0.9491)  0.394
H (0.1136, -3.7173, 1.1423)  0.349
H (0.9152, -2.5155, 2.2621)  0.354
H (-0.5050, -2.0257, -0.4103)  0.394
H (0.1304, -0.0259, 1.8024)  0.312
H (-1.3177, -0.2073, 0.7324)  0.348
H (-1.1293, -1.2123, 2.1769)  0.460
H (1.9379, -1.6369, -0.7659)  0.354
H (1.9403, -0.5324, 0.5003)  0.380
H (0.1548, -0.2377, -2.0059)  0.305
H (1.8388, 0.4062, -1.8628)  0.302
H (0.9357, 1.6862, -0.1563)  0.306
O (-3.5878, 5.9721, -1.6155)  -0.643
H (-2.9693, 5.4043, -1.1281)  0.322
H (-3.0135, 6.4761, -2.2137)  0.321

Values from the calculation:
- SMILES string: CC(C)CCO.O
- Energy above the lowest of the compared OMol25 structures with the same formula, charge and spin: 0.560 eV
- Strongest force on any atom: 2.26 eV/A
- E_LUMO: 0.780 eV
- Kohn-Sham gap: 10.95 eV
- Calculated total energy: -349.35521 Ha



[7]
The following is a DFT calculation (the ωB97M-V functional and the def2-TZVPD basis) of 3 unconnected molecules or ions with the total composition C5H14O2 in a non-equilibrium geometry.

Last column: Mulliken charge in e.
Atoms and positions in Å:
C (1.8679, -1.8384, -0.4115)  -0.812
C (0.7522, -1.2046, -0.0592)  0.465
C (-0.6993, -1.7755, -0.1072)  -1.019
C (0.7959, 0.2395, 0.6918)  0.279
C (1.8970, 1.2021, 0.2208)  -1.257
H (1.8629, -2.6286, -1.1700)  0.290
H (2.7011, -1.6937, 0.2809)  0.239
H (-0.8439, -2.7375, -0.6223)  0.367
H (-1.4609, -1.1165, -0.6304)  0.138
H (-1.0904, -2.0874, 0.9323)  0.233
H (-0.1728, 0.7102, 0.4401)  -0.337
H (0.9477, 0.1034, 1.7562)  0.373
H (1.9654, 1.4538, -0.8920)  0.272
H (2.8725, 0.7509, 0.4250)  0.310
H (1.7848, 2.1646, 0.6301)  0.420
O (-2.2286, 1.4561, 1.2463)  -0.629
H (-2.2789, 1.1487, 0.3417)  0.335
H (-3.1437, 1.2356, 1.6114)  0.309
O (-2.2147, 1.3216, -1.5478)  -0.688
H (-1.2867, 1.0371, -1.3494)  0.385
H (-2.0277, 2.2585, -1.7869)  0.327

Values from the calculation:
- SMILES string: C=C(C)CC.O.O
- Energy above the lowest of the compared OMol25 structures with the same formula, charge and spin: 1.819 eV
- Strongest force on any atom: 2.69 eV/A
- E_LUMO: 0.595 eV
- Kohn-Sham gap: 9.58 eV
- Calculated total energy: -349.30895 Ha



[8]
The following is a DFT calculation (the ωB97M-V functional and the def2-TZVPD basis) of 4 unconnected molecules or ions with the total composition C5H14O3 in a non-equilibrium geometry.

Last column: Mulliken charge in e.
Atoms and positions in Å:
C (0.0393, 1.4337, -1.8530)  -0.718
C (0.1744, 0.1048, -1.7288)  0.181
C (1.3043, -0.3803, -0.9068)  -0.575
C (1.0146, -0.7978, 0.3137)  0.202
C (2.1366, -0.9985, 1.2831)  -1.351
H (-0.7768, 2.0463, -2.2001)  0.295
H (0.9780, 1.9542, -1.7146)  0.278
H (-0.6782, -0.5055, -2.0849)  -0.113
H (2.2097, -0.5591, -1.4774)  0.408
H (0.0806, -1.0870, 0.8363)  0.363
H (2.2424, -2.1101, 1.3998)  0.346
H (1.9205, -0.8306, 2.3405)  0.355
H (3.0069, -0.3704, 1.1399)  0.337
O (-2.0316, 0.2585, 1.6336)  -0.660
H (-1.9481, -0.5028, 2.2389)  0.330
H (-1.9094, 0.8466, 2.4238)  0.309
O (0.4194, 2.0251, 2.0135)  -0.621
H (0.7192, 2.5465, 1.2597)  0.340
H (-0.1762, 1.3974, 1.5808)  0.290
O (-3.1679, -1.2877, -2.0507)  -0.637
H (-2.9885, -2.1583, -1.6970)  0.313
H (-2.5692, -1.0250, -2.7501)  0.327

Values from the calculation:
- SMILES string: C=C/C=C/C.O.O.O
- Energy above the lowest of the compared OMol25 structures with the same formula, charge and spin: 2.501 eV
- Strongest force on any atom: 2.72 eV/A
- E_LUMO: 0.560 eV
- Kohn-Sham gap: 9.53 eV
- Calculated total energy: -424.51432 Ha



[9]
The following is a DFT calculation (the ωB97M-V functional and the def2-TZVPD basis) of a single C5H14O3Si2 molecule in a non-equilibrium geometry.

Last column: Mulliken charge in e.
Atoms and positions in Å:
C (1.3322, 3.4697, -0.8587)  -0.604
C (1.4247, 2.1524, -0.8731)  -0.472
Si (0.3923, 1.2687, 0.4220)  0.571
C (-1.4585, 1.4934, 0.6270)  -1.246
O (1.1291, 1.6013, 1.8534)  -0.574
O (0.7862, -0.4405, 0.0949)  -0.147
Si (0.0380, -1.8258, -0.0524)  0.480
C (-0.8022, -1.9346, -1.8032)  -1.017
C (-0.9467, -2.3694, 1.5124)  -1.026
O (1.1957, -2.9677, -0.0784)  -0.585
H (1.9232, 4.0188, -1.5742)  0.256
H (0.5478, 3.8881, -0.3491)  0.268
H (1.9900, 1.5157, -1.4436)  0.464
H (-1.9469, 0.6188, 0.9683)  0.344
H (-1.6951, 2.1500, 1.3540)  0.467
H (-1.9920, 1.8835, -0.2453)  0.364
H (2.0738, 1.9024, 1.7601)  0.323
H (-1.2472, -2.9745, -1.9827)  0.319
H (-1.6091, -1.3004, -1.9890)  0.392
H (0.0643, -1.6812, -2.5687)  0.194
H (-2.0387, -2.0411, 1.3207)  0.242
H (-0.8745, -3.4393, 1.5802)  0.408
H (-0.4057, -2.0338, 2.3951)  0.285
H (2.1193, -2.9544, -0.0699)  0.295

Values from the calculation:
- SMILES string: C=C[Si@](C)(O)O[Si](C)(C)O
- Energy above the lowest of the compared OMol25 structures with the same formula, charge and spin: 0.000 eV
- Strongest force on any atom: 4.45 eV/A
- E_LUMO: 0.662 eV
- Kohn-Sham gap: 10.22 eV
- Calculated total energy: -1003.77828 Ha



[10]
The following is a DFT calculation (the ωB97M-V functional and the def2-TZVPD basis) of 4 unconnected molecules or ions with the total composition C5H14O4 in a non-equilibrium geometry.

Last column: Mulliken charge in e.
Atoms and positions in Å:
C (0.4896, 0.9547, -2.8866)  -0.671
C (0.5229, 0.4734, -1.6482)  -0.074
C (-0.6348, 0.3628, -0.7654)  -0.880
C (-0.6271, -0.3497, 0.3648)  0.736
C (-1.6395, -0.8618, 1.3377)  -1.225
O (0.6736, -0.5396, 0.8890)  -0.439
H (1.2800, 0.8987, -3.6172)  0.270
H (-0.4399, 1.4253, -3.1987)  0.223
H (1.4629, 0.0641, -1.3020)  0.310
H (-1.5142, 0.8485, -1.1751)  0.469
H (-2.6151, -0.3914, 1.3021)  0.349
H (-1.2437, -1.0110, 2.3343)  0.338
H (-1.7965, -1.8952, 0.9905)  0.323
H (0.9501, -1.4238, 1.1395)  0.246
O (0.8591, 0.1764, 3.7636)  -0.646
H (0.2821, 0.3917, 3.0246)  0.325
H (1.6360, 0.7057, 3.5393)  0.340
O (-1.4422, -1.8290, -2.8370)  -0.626
H (-1.8173, -0.9654, -2.6619)  0.341
H (-0.7002, -1.9565, -2.2435)  0.326
O (2.3439, 1.6633, 1.5221)  -0.700
H (1.7741, 0.9313, 1.2858)  0.352
H (2.1961, 2.3275, 0.8425)  0.314

Values from the calculation:
- SMILES string: C=C/C=C(/C)O.O.O.O
- Energy above the lowest of the compared OMol25 structures with the same formula, charge and spin: 2.341 eV
- Strongest force on any atom: 2.12 eV/A
- E_LUMO: 0.349 eV
- Kohn-Sham gap: 9.36 eV
- Calculated total energy: -499.80953 Ha